# C18H38BrN3O13P4S3

A molecular structure, C18H38BrN3O13P4S3 at a distorted geometry (the ωB97M-V functional and the def2-TZVPD basis, OMol25).

The geometry in XYZ format:
```
80
Properties=species:S:1:pos:R:3:forces:R:3:lowdin_charge:R:1
Br -2.22805 5.00459 -0.02215 0.94 -0.44 0.16 0.81
S 0.75975 3.76873 -3.96683 -0.09 -0.17 -0.40 0.68
S -3.68544 2.67455 1.15899 -0.05 -0.22 0.57 0.78
S 3.71635 0.80173 1.79086 -0.47 0.01 -0.24 0.39
P 0.74927 -1.59251 -0.52352 0.73 -1.95 -0.48 0.92
P 1.16143 4.06859 1.82318 0.71 3.95 -1.27 0.58
P 2.21173 1.04183 2.95449 4.23 -1.20 0.74 0.34
P 0.96227 -2.44509 2.28586 0.18 -3.82 -0.99 0.58
O 2.58525 -2.38671 2.03149 -1.49 1.35 1.03 -0.20
O -1.11943 2.72483 1.35811 0.21 -0.35 -1.06 -0.12
O 0.81160 5.22101 0.95749 -0.65 -1.00 -0.13 -0.31
O 0.27764 -2.84838 -4.09265 0.03 -0.03 0.06 -0.18
O -3.63543 -1.07902 1.64264 0.56 0.48 0.07 -0.09
O 2.78903 3.95577 1.62250 -1.16 -1.13 1.10 -0.17
O -0.34424 -1.00662 -1.67438 1.08 0.46 1.18 -0.29
O -2.00310 2.26952 -0.84149 0.23 0.79 -0.13 -0.09
O 0.72597 4.60313 3.30144 0.70 -1.93 -0.42 -0.11
O 0.51908 -2.43036 3.88172 0.78 1.39 -0.48 -0.19
O 2.34688 -0.22982 4.03848 -1.78 1.28 -0.92 -0.25
O 2.57903 2.31360 3.98236 -1.90 -0.81 -0.58 -0.24
O -0.15326 0.16623 1.60861 -0.13 0.32 0.02 -0.14
N -2.70889 3.36931 -2.87830 -1.27 1.25 -2.92 0.22
N 2.27327 -0.79146 -0.77697 -1.29 0.57 -0.65 -0.18
N 0.54276 -3.87365 1.73272 -0.11 0.77 0.82 -0.19
C 1.06430 -2.45491 -5.22662 -0.14 0.24 -0.15 -0.19
C 0.81890 -4.80082 -5.32173 -0.23 -0.05 -0.20 -0.17
C -2.58011 2.89344 -1.86492 2.43 -2.04 3.22 -0.43
C -1.39900 -1.85600 1.12013 0.24 0.62 -0.08 -0.16
C 0.51203 1.20890 2.24128 -2.27 1.67 1.68 -0.40
C 0.89686 3.19525 -1.26648 0.72 -0.64 -0.47 -0.26
C -1.98692 3.04709 0.38338 -3.58 0.70 0.04 -1.01
C 0.89395 2.11469 -0.12120 -1.28 0.08 -1.59 -0.15
C -1.92657 -0.33109 4.48389 -0.25 -0.33 0.22 0.01
C 0.04520 -1.14835 1.21973 0.40 -0.96 -1.04 -0.51
C 0.25573 -4.28212 -4.01045 0.09 -0.14 0.33 -0.19
C -3.22566 -1.39942 -0.70358 0.69 1.13 -0.27 -0.04
C -1.67415 0.64441 3.62168 0.07 0.56 -0.29 -0.16
C -0.38111 1.47232 3.58129 -0.27 -0.60 0.87 -0.11
C 0.27266 2.47885 1.25392 3.16 -0.73 0.84 -0.33
C -2.56458 -0.91887 0.66878 -1.37 -1.59 -0.90 -0.36
C 0.69475 2.47855 -2.66136 -0.61 0.84 1.20 -0.55
C 1.79352 -3.69893 -5.70325 0.27 -0.02 0.12 -0.17
H 0.16775 4.01731 -1.16838 0.29 -0.51 0.09 0.06
H 0.02438 -4.86858 -6.06998 0.02 -0.03 0.03 0.12
H -2.32401 0.14424 0.51581 -0.02 -0.53 0.82 0.10
H -0.26067 -1.65397 -2.40034 -0.12 0.09 -0.12 0.02
H -2.69154 -2.25058 -1.16711 -0.53 0.30 0.34 0.07
H 3.04950 4.55233 0.90122 -0.46 -0.01 0.20 0.09
H 0.87443 3.96993 4.02614 0.20 0.24 -0.10 0.06
H 0.38266 -2.07430 -5.99358 0.06 0.03 -0.03 0.12
H 2.99925 -1.47987 -0.96145 -0.30 0.01 0.15 0.03
H 0.26543 1.28415 -0.53499 0.44 0.45 0.59 0.10
H 1.74568 -1.65244 -4.93880 -0.08 0.01 0.08 0.12
H 1.28109 -5.78275 -5.22560 -0.01 0.04 0.04 0.12
H -0.24302 -3.01380 4.02261 0.29 0.19 -0.28 0.07
H 3.47665 2.11583 4.31042 -0.23 0.15 -0.33 0.08
H -0.43045 4.44146 -3.86308 0.49 -0.75 0.39 -0.14
H 2.03114 -3.67029 -6.76620 -0.04 0.03 0.03 0.11
H -0.65105 2.53365 3.73458 0.25 -0.44 -0.40 0.11
H -4.31197 -1.56898 -0.55927 0.74 -0.19 0.00 0.08
H 1.57476 -0.29022 4.63091 0.25 -0.19 0.00 0.05
H 0.88146 -4.58022 -3.16322 -0.05 -0.06 0.00 0.12
H -1.62712 -2.29278 2.11780 -0.10 0.48 -0.67 0.10
H -1.21009 -0.67924 5.24753 -0.37 0.25 -0.44 0.06
H 0.11551 -4.41264 2.48801 -0.04 -0.11 -0.42 -0.02
H -0.26747 1.92869 -2.62590 0.57 0.30 -0.38 0.05
H -1.36459 -2.70293 0.40135 0.40 0.52 0.68 0.09
H 1.49464 1.74094 -2.87770 -0.35 0.58 0.01 0.07
H 2.98222 -3.12577 2.52505 -0.18 0.08 -0.29 0.09
H -0.76391 -4.62304 -3.82567 -0.01 0.13 0.03 0.12
H 1.92852 1.72722 -0.08353 -0.61 0.13 0.84 0.07
H -3.82326 -2.03116 1.64806 -0.04 0.41 0.02 0.09
H 0.18205 1.18975 4.50865 -0.26 0.23 -0.70 0.10
H -3.14965 -0.55869 -1.43710 -0.02 -0.68 0.41 0.07
H -4.38905 2.00350 0.19880 0.88 0.30 0.04 -0.09
H -2.91506 -0.82696 4.43023 0.76 0.27 0.15 0.07
H 2.17263 -0.21348 -1.61591 0.29 0.12 0.36 0.02
H -2.48333 0.91590 2.92530 0.63 -0.10 0.22 0.06
H 2.72733 -3.82146 -5.14763 -0.01 0.02 -0.04 0.12
H 1.90591 3.66646 -1.29617 -0.77 -0.07 0.07 0.11
```
Forces are in eV/Å.

Output
E_tot in a.u.: -6985.01159
Gap between HOMO and LUMO in eV: 7.996
HOMO in Eh: -0.293